{
  "formula": "CHAuLiO",
  "method": "the ωB97M-V functional and the def2-TZVPD basis",
  "max_force_ev_per_a": 2.117,
  "e_homo_ev": [-11.13, -15.39],
  "multiplicity": 3,
  "e_tot_ev": -6987.835,
  "charge": 1,
  "gap_ev": [6.27, 8.23],
  "species": ["H", "Au", "O", "C", "Li"],
  "positions_angstrom": [[-0.367349, 1.243385, 0.890016], [-0.655230, -1.675962, 1.304716], [0.015482, 0.257594, -0.782130], [-0.485967, 0.234466, 0.360259], [1.493065, -0.059483, -1.772861]],
  "atomic_forces_ev_per_a": [[0.0, -1.4, 0.6], [0.4, 0.6, 0.0], [0.3, -0.9, 0.8], [-0.5, 1.6, -1.2], [-0.1, 0.1, -0.1]],
  "lowdin_charge": [0.104, 0.640, -0.265, -0.330, 0.852]
}